{
  "formula": "C2H10NO",
  "method": "the ωB97M-V functional and the def2-TZVPD basis",
  "symbols": ["N", "H", "H", "H", "H", "C", "O", "C", "H", "H", "H", "H", "H", "H"],
  "xyz": [[-1.8270, -0.0388, 1.5122], [-1.5441, 0.2436, 2.4310], [-0.7595, -0.7717, 0.1214], [-2.0075, 0.3608, 0.6100], [-2.6426, -0.6202, 1.6793], [1.2748, -0.3358, -0.9824], [0.1812, -1.0710, -0.0585], [0.9521, 1.1157, -0.8833], [1.0015, -0.8356, -1.8999], [2.1356, -0.6373, -0.4014], [0.4497, -1.9352, 0.2274], [0.8246, 1.3578, 0.1752], [0.0968, 1.4957, -1.4206], [1.8643, 1.6719, -1.1103]],
  "mulliken_charge": [-0.745, 0.216, 0.358, 0.324, 0.241, 0.050, -0.289, -1.063, 0.268, 0.253, 0.356, 0.337, 0.356, 0.339],
  "total_charge": 1,
  "mol_weight_g_mol": 64.108,
  "e_above_lowest_kcal_mol": 54.7,
  "e_tot_ev": -5765.3111,
  "homo_energy_ha": -0.54284
}